No. 1
{"formula": "C3H13NO2S", "method": "ωB97M-V with the def2-TZVPD basis set", "symbols": ["H", "N", "H", "H", "H", "C", "H", "C", "O", "H", "H", "H", "H", "H", "H", "O", "H", "C", "S", "H"], "positions_angstrom": [[1.219, -2.378, -2.347], [-0.340, 1.146, 1.635], [0.231, 2.751, 0.131], [-0.547, -0.116, 0.180], [1.764, -0.286, 0.791], [1.465, 0.497, 0.111], [1.802, 0.179, -0.886], [-0.392, 2.010, -0.473], [-0.759, -3.528, 0.553], [2.116, 1.349, 0.283], [-2.102, 3.519, -0.361], [-1.308, -2.951, 0.033], [0.569, -3.087, -1.004], [-0.431, -3.006, 1.242], [-0.446, 0.403, 2.394], [0.438, -2.773, -1.912], [0.198, 1.905, -1.365], [0.031, 0.718, 0.331], [-2.148, 2.237, -0.819], [-1.359, 1.411, 1.482]], "atomic_forces_ev_per_a": [[-0.48, -0.56, 1.03], [-2.23, -0.19, 3.58], [-1.79, -0.20, -0.75], [-1.19, -2.29, -1.70], [0.52, -0.33, 0.31], [1.86, -0.75, -0.16], [-0.81, -0.17, 0.03], [2.63, -1.25, 0.20], [-0.25, -1.54, -1.30], [-0.28, 0.42, 0.52], [-0.48, -0.50, -0.25], [-0.45, 0.36, -0.42], [0.54, 0.17, -0.37], [0.73, 1.23, 1.77], [0.63, 0.90, -1.54], [-0.09, 0.36, -0.70], [-0.30, 0.27, -1.02], [-0.75, 3.09, -0.64], [0.67, 1.03, 0.72], [1.51, -0.04, 0.69]], "smiles": "C[C@@H](N)CS.O.O", "e_above_lowest_kcal_mol": 33.6, "total_charge": 0, "homo_lumo_gap_ev": 9.6924, "e_homo_ev": -9.2196, "e_tot_ha": -725.46786, "multiplicity": 1}

=====

No. 2
{"formula": "C3H13NO2S", "method": "ωB97M-V with the def2-TZVPD basis set", "symbols": ["O", "N", "H", "H", "H", "C", "H", "H", "C", "S", "H", "H", "H", "H", "H", "H", "C", "H", "O", "H"], "positions_angstrom": [[-0.189, 0.337, -3.735], [0.450, 0.243, 0.733], [0.069, -1.108, -0.865], [0.923, 2.178, 0.035], [-0.952, -1.863, 1.020], [-0.400, -0.309, -0.287], [1.625, 0.723, 3.977], [-2.820, -3.212, 0.162], [-1.511, -1.195, 0.282], [-2.829, -2.120, -0.647], [-0.857, 0.498, -0.861], [0.997, 0.924, 2.730], [-2.246, -0.655, 1.043], [0.905, -0.548, 1.219], [0.236, -0.097, -4.539], [2.279, 1.446, 0.808], [1.428, 1.149, 0.139], [0.038, 1.282, -3.934], [1.032, 1.404, 3.605], [1.822, 0.922, -0.885]], "atomic_forces_ev_per_a": [[1.37, 0.62, -2.12], [0.94, -0.70, 0.55], [0.78, 0.85, -1.01], [0.44, -1.44, -0.10], [-0.89, 0.16, -1.19], [-1.89, -1.37, -0.68], [-0.18, 0.78, 0.84], [0.08, 0.47, -0.33], [-1.90, 0.56, 4.89], [1.12, -0.26, -0.22], [0.45, -0.12, -0.38], [-0.94, 1.39, 0.55], [1.98, -0.33, -1.46], [-0.11, 0.57, -0.50], [-0.91, 0.49, 1.61], [-0.70, -0.92, -0.38], [0.16, 2.78, -0.13], [-0.46, -1.09, 0.53], [0.95, -2.06, -1.33], [-0.30, -0.37, 0.84]], "smiles": "CNCCS.O.O", "e_above_lowest_kcal_mol": 45.9, "total_charge": 0, "homo_lumo_gap_ev": 9.4164, "e_homo_ev": -8.8408, "e_tot_ha": -725.44827, "multiplicity": 1}

=====

No. 3
{"formula": "C3H13NO2S", "method": "ωB97M-V with the def2-TZVPD basis set", "symbols": ["H", "H", "S", "O", "H", "C", "H", "H", "O", "H", "C", "H", "C", "H", "H", "N", "H", "H", "H", "H"], "positions_angstrom": [[1.937, -1.417, -1.304], [1.647, 3.050, -1.729], [-0.377, -1.864, -1.187], [-2.030, -0.801, 1.991], [0.143, 0.637, -2.530], [1.125, 0.305, -2.207], [-2.523, 1.776, 4.573], [2.178, 0.582, -0.280], [-2.282, 1.783, 5.510], [3.093, 2.323, -1.356], [1.095, -1.217, -1.977], [-2.222, -0.258, 1.217], [1.474, 1.091, -0.943], [-1.252, -1.239, -1.989], [-1.724, -1.618, 1.578], [2.118, 2.363, -1.170], [1.836, 0.561, -2.983], [1.310, -1.797, -2.877], [0.599, 1.285, -0.329], [-1.732, 0.994, 5.589]], "atomic_forces_ev_per_a": [[-0.24, -0.30, 0.05], [-0.14, -0.08, -0.20], [-0.34, 0.02, 0.23], [-0.06, -0.07, -0.32], [-0.17, 0.10, -0.36], [-0.40, -0.55, 0.56], [-0.03, 0.09, 0.20], [-0.14, -0.53, -0.17], [0.07, -0.20, -0.34], [0.49, -0.07, -0.33], [1.04, 0.39, -0.18], [0.01, 0.13, 0.14], [0.43, 0.59, 0.21], [-0.02, -0.09, -0.01], [0.09, -0.01, 0.20], [-0.32, 0.58, 0.47], [0.25, -0.08, -0.19], [-0.20, 0.21, -0.08], [-0.29, -0.21, 0.01], [-0.04, 0.08, 0.12]], "smiles": "NCCCS.O.O", "e_above_lowest_kcal_mol": 15.0, "total_charge": 0, "homo_lumo_gap_ev": 9.6049, "e_homo_ev": -9.0129, "e_tot_ha": -725.49753, "multiplicity": 1}

=====

No. 4
{"formula": "C3H13NO2S", "method": "ωB97M-V with the def2-TZVPD basis set", "symbols": ["H", "H", "H", "H", "H", "H", "C", "C", "S", "O", "H", "H", "H", "H", "H", "O", "H", "N", "C", "H"], "positions_angstrom": [[1.630, -0.293, -2.117], [-3.139, 0.128, 1.276], [0.731, -1.343, -1.279], [2.461, 0.359, 3.085], [-3.751, 0.622, 2.515], [-0.147, 0.853, 0.133], [0.861, 0.672, -0.257], [1.769, 0.144, 0.889], [1.539, 1.109, 2.407], [-3.487, 0.952, 1.646], [2.766, 0.274, 0.461], [1.571, -0.899, 1.108], [-0.902, -1.149, -0.233], [-1.235, -2.536, -0.069], [-0.134, 0.225, -3.323], [-1.555, -1.660, 0.254], [1.319, 1.577, -0.649], [-0.368, 0.155, -2.343], [0.736, -0.259, -1.468], [-0.665, 1.068, -2.034]], "atomic_forces_ev_per_a": [[0.33, 0.69, 0.59], [0.13, 0.21, -0.41], [-0.77, 0.10, 0.74], [-0.52, 0.56, -0.15], [-0.11, 0.44, 0.07], [0.08, 0.27, -0.09], [0.16, -0.93, 0.32], [-0.28, 0.44, -1.39], [0.71, -0.54, 0.18], [0.06, -0.74, 0.26], [0.22, -0.28, 0.61], [-0.03, -0.14, -0.08], [-0.28, 0.74, 0.01], [-0.89, 0.49, 0.68], [0.20, -0.11, 0.14], [0.86, -1.26, -0.58], [-0.35, 0.41, 0.23], [-0.40, 0.04, 0.68], [1.19, -0.51, -1.63], [-0.29, 0.13, -0.18]], "smiles": "NCCCS.O.O", "e_above_lowest_kcal_mol": 20.6, "total_charge": 0, "homo_lumo_gap_ev": 9.8498, "e_homo_ev": -9.1623, "e_tot_ha": -725.48856, "multiplicity": 1}

=====

No. 5
{"formula": "C3H13NO2S", "method": "ωB97M-V with the def2-TZVPD basis set", "symbols": ["S", "H", "N", "H", "H", "C", "H", "O", "O", "H", "H", "H", "C", "H", "C", "H", "H", "H", "H", "H"], "positions_angstrom": [[2.018, 1.160, 0.357], [2.920, -0.204, 1.384], [-1.702, -0.529, 0.687], [-3.426, -1.652, 0.263], [-1.661, -0.860, 1.665], [0.311, 0.931, 0.861], [2.350, -0.901, -0.496], [-2.318, 1.307, -1.091], [2.459, -1.735, -0.980], [0.246, 0.744, 1.916], [-2.151, -1.444, -1.086], [-0.286, 1.841, 0.697], [-2.373, -1.669, -0.030], [-2.565, 0.672, -0.334], [-0.342, -0.241, 0.180], [-0.497, -0.121, -0.891], [2.959, -1.457, -1.806], [0.210, -1.138, 0.272], [-1.999, -2.701, 0.237], [-3.067, 1.489, -1.655]], "atomic_forces_ev_per_a": [[1.96, -2.10, 2.12], [-2.06, 2.86, -2.02], [-0.53, -1.15, 1.14], [0.03, 0.08, -0.54], [0.15, 0.74, -0.51], [-0.78, -0.36, -0.04], [0.00, -0.09, -0.26], [-0.16, -0.58, 0.91], [1.01, 0.34, -1.57], [0.26, 0.11, 0.74], [-0.75, -0.55, 0.19], [0.52, -0.05, -0.27], [1.15, 0.20, 0.34], [0.37, 1.22, -1.15], [-1.50, -0.65, -0.62], [0.37, 0.48, -0.05], [-0.96, -0.55, 1.54], [1.21, -0.90, 0.28], [0.04, 1.05, -0.31], [-0.35, -0.10, 0.08]], "e_above_lowest_kcal_mol": 66.0, "total_charge": 0, "homo_lumo_gap_ev": 8.7164, "e_homo_ev": -9.4941, "e_tot_ha": -725.41621, "multiplicity": 1}

=====

No. 6
{"formula": "C3H13NO2S", "method": "ωB97M-V with the def2-TZVPD basis set", "symbols": ["H", "H", "H", "S", "C", "C", "H", "H", "H", "H", "H", "H", "H", "H", "N", "H", "O", "C", "H", "O"], "positions_angstrom": [[2.430, -2.170, -0.681], [-0.174, 0.163, 0.798], [0.514, 2.537, 0.212], [1.521, -1.181, 1.907], [0.248, -0.832, 0.678], [-0.170, -0.403, -1.752], [1.007, -2.852, -1.030], [0.265, 0.012, -2.655], [-0.606, -1.509, 0.776], [-0.771, -1.254, -2.059], [-1.919, 1.835, 0.921], [-0.137, 3.254, 1.414], [1.641, -0.059, -0.658], [0.813, -1.115, 3.018], [1.571, -2.024, -1.199], [-3.301, 2.196, 0.475], [-2.826, 1.476, 0.905], [0.884, -0.828, -0.717], [-0.827, 0.308, -1.246], [-0.163, 2.446, 0.893]], "atomic_forces_ev_per_a": [[-0.01, -0.02, -0.01], [0.20, 0.01, 0.36], [-0.07, 0.03, 0.07], [0.62, -0.11, -0.37], [-0.57, -0.03, -0.13], [0.01, -0.03, 0.74], [-0.07, 0.05, -0.09], [0.14, 0.13, 0.04], [0.25, -0.26, -0.17], [-0.12, -0.19, 0.08], [-0.17, -0.38, 0.02], [0.13, 0.06, 0.02], [0.36, 0.37, -0.15], [-0.47, 0.09, 0.36], [0.05, -0.16, 0.43], [-0.25, -0.19, 0.02], [0.31, 0.48, -0.11], [-0.26, -0.13, -0.60], [-0.16, 0.17, -0.46], [0.08, 0.13, -0.03]], "smiles": "C[C@H](N)CS.O.O", "e_above_lowest_kcal_mol": 6.6, "total_charge": 0, "homo_lumo_gap_ev": 9.2004, "e_homo_ev": -8.9288, "e_tot_ha": -725.51094, "multiplicity": 1}

=====

No. 7
{"formula": "C3H13NO2S2", "method": "ωB97M-V with the def2-TZVPD basis set", "symbols": ["H", "S", "N", "H", "H", "S", "C", "O", "C", "H", "O", "H", "H", "H", "H", "H", "H", "H", "C", "H", "H"], "positions_angstrom": [[0.623, 0.728, 0.213], [-0.616, 2.125, -1.385], [-1.617, -2.171, 0.406], [1.661, -2.006, -0.151], [-2.297, -1.717, 1.020], [1.718, -0.280, 2.006], [0.228, 0.086, 0.970], [-1.924, 4.267, 0.271], [0.580, -2.094, -0.652], [-1.809, 1.452, -1.294], [2.997, -0.447, -0.795], [3.791, 0.080, -0.861], [-0.588, -1.908, 1.200], [-2.745, 4.526, -0.218], [0.699, -1.932, -1.690], [0.151, -3.150, -0.610], [-1.357, 3.692, -0.330], [2.530, -0.084, 0.782], [-0.528, -1.151, 0.190], [-1.027, -0.725, -0.601], [-0.470, 0.710, 1.530]], "atomic_forces_ev_per_a": [[0.23, 0.08, -1.06], [-0.29, -0.82, -0.53], [1.87, -0.63, 5.50], [-2.45, -0.32, -1.26], [-0.39, 0.12, -0.04], [-0.55, 0.38, -0.87], [-0.75, -1.64, 1.20], [-0.59, 0.20, -0.87], [0.80, -0.69, 3.53], [0.67, 0.36, 0.02], [-0.47, 0.42, 1.02], [0.38, 0.24, -0.10], [-3.13, -2.91, 0.18], [1.33, -0.53, 0.49], [-0.02, 1.08, -0.95], [0.71, 1.25, 0.39], [-1.10, 0.81, 0.83], [0.13, -0.90, -0.39], [4.09, 1.11, -5.35], [-0.25, 2.69, -1.92], [-0.23, -0.31, 0.20]], "e_above_lowest_kcal_mol": 164.8, "s_squared": 0.754, "total_charge": -1, "homo_lumo_gap_ev": [6.7829, 3.8449], "e_homo_ev": [-4.0027, -3.9186], "e_tot_ha": -1123.45947, "multiplicity": 2}

=====

No. 8
{"formula": "C3H13NO2S2", "method": "ωB97M-V with the def2-TZVPD basis set", "symbols": ["O", "C", "H", "H", "H", "H", "H", "H", "H", "C", "H", "N", "S", "H", "H", "O", "H", "H", "C", "H", "S"], "positions_angstrom": [[-0.860, 2.775, -2.087], [-1.227, -2.824, -0.546], [3.302, -1.420, 0.250], [-0.418, -3.415, -0.121], [0.258, -1.435, -1.157], [-1.364, -3.307, -1.521], [-0.157, 2.598, -1.451], [2.097, -2.404, 0.432], [-1.452, -1.095, -2.747], [-0.777, -1.379, -0.784], [-0.710, -1.157, 1.370], [-1.485, -0.668, -1.829], [0.440, 1.865, 1.978], [0.990, 1.107, 2.985], [-1.814, -0.113, 0.621], [3.025, -2.248, 0.581], [-2.228, -2.802, -0.118], [-1.196, 1.889, -2.233], [-0.813, -0.524, 0.487], [-2.447, -0.415, -1.650], [0.513, 0.679, 0.298]], "atomic_forces_ev_per_a": [[0.15, 0.13, 0.08], [-0.11, 0.42, -1.42], [-0.09, 1.42, -0.65], [-0.46, -0.03, 0.93], [-0.04, 0.04, 0.23], [-0.02, 0.21, -0.07], [0.02, 0.16, 0.04], [-0.27, 0.45, -0.24], [0.18, -0.14, 0.22], [0.22, -0.21, -0.44], [0.62, 0.04, 0.02], [-0.21, 0.61, -0.68], [-0.09, -0.11, 0.35], [-0.11, 0.07, -0.79], [0.07, 0.53, -0.27], [0.33, -1.85, 0.92], [0.25, -0.51, 0.73], [-0.20, -0.37, -0.15], [-0.43, -0.74, 0.06], [-0.05, -0.23, 0.40], [0.22, 0.10, 0.76]], "smiles": "C[C@@H](N)CSS.O.O", "e_above_lowest_kcal_mol": 12.5, "total_charge": 0, "homo_lumo_gap_ev": 9.7639, "e_homo_ev": -9.3313, "e_tot_ha": -1123.69440, "multiplicity": 1}

=====

- What is the formula in the seventh record?
  C3H13NO2S2

=====

- Which value of multiplicity does entry 8 give?
  1